# 1
Computed, not measured: 2 unconnected molecules or ions with the total composition C3H2O2 in a non-equilibrium geometry, with ωB97M-V/def2-TZVPD.

Values from the calculation:
total charge: 0
HOMO: -11.1435 eV

```
7
Properties=species:S:1:pos:R:3:forces:R:3
C -0.958 -1.260 -0.879 -0.161 -1.041 -0.533
C -3.832 0.154 0.099 0.765 1.944 0.525
C -0.713 -0.223 -0.213 0.482 2.123 2.590
O -3.389 1.119 0.534 0.735 1.417 0.939
O -4.286 -0.754 -0.383 -1.591 -3.348 -1.452
H -0.773 0.371 -1.125 -0.082 0.276 -1.215
H -0.560 0.461 0.662 -0.148 -1.370 -0.853
```
Positions in Å, forces in eV/Å.



# 2
Computed, not measured: a molecular structure, H12MgO10S in a non-equilibrium geometry, with ωB97M-V/def2-TZVPD.

Values from the calculation:
total charge: 0
HOMO: -6.7664 eV

```
24
Properties=species:S:1:pos:R:3:forces:R:3
Mg 10.339 -0.765 10.828 0.324 0.485 -1.475
S 11.658 1.433 9.048 1.955 -0.707 -2.023
O 11.497 0.566 10.298 0.317 0.466 1.550
O 13.072 1.803 8.956 -0.773 0.436 0.581
O 11.376 0.485 7.924 -0.872 0.092 0.350
O 10.714 2.540 9.160 -0.299 -0.204 0.037
O 11.314 -1.993 9.506 -0.088 -1.221 -0.045
H 11.787 -1.764 8.691 -0.171 0.957 0.002
H 11.464 -2.932 9.649 0.119 -0.038 -0.186
O 8.996 -2.309 11.151 -0.210 -0.598 0.393
H 8.143 -2.188 11.581 -0.061 0.202 -0.063
H 9.129 -3.262 11.123 -0.001 -0.039 -0.173
O 11.711 2.596 12.337 -0.448 -0.154 0.678
H 11.428 1.857 11.772 0.475 0.146 -0.576
H 12.554 2.312 12.697 0.136 0.077 -0.174
O 9.511 0.397 12.240 -1.046 0.277 0.514
H 9.432 0.362 13.198 0.167 -0.027 0.050
H 9.157 1.260 11.990 0.364 0.202 -0.096
O 11.444 -1.546 12.316 0.202 -0.752 0.820
H 12.093 -1.212 12.942 0.139 0.351 -0.251
H 11.358 -2.483 12.516 0.064 -0.028 0.087
O 8.925 -0.060 9.464 -1.173 -0.316 0.405
H 8.800 -0.139 8.513 0.670 0.109 -0.158
H 8.411 0.710 9.724 0.211 0.283 -0.247
```
Positions in Å, forces in eV/Å.



# 3
Computed, not measured: a single C16H23N3O3S molecule, with ωB97M-V/def2-TZVPD.

Values from the calculation:
SMILES: CCOc1cc(C)c(S(=O)(=O)NCCCn2ccnc2)cc1C
total charge: 0
HOMO: -8.7590 eV

```
46
Properties=species:S:1:pos:R:3:forces:R:3
C 4.631 2.790 -0.399 -0.378 -0.048 0.188
C 3.654 2.636 0.762 0.536 0.025 0.041
O 2.303 2.715 0.349 -0.396 -0.073 -0.198
C 1.718 1.671 -0.287 -0.177 -0.204 -0.119
C 2.291 0.422 -0.476 0.068 0.209 0.120
C 1.612 -0.615 -1.119 -0.075 -0.118 -0.055
C 2.313 -1.926 -1.299 0.056 -0.154 -0.025
C 0.330 -0.361 -1.572 -0.230 -0.453 -0.209
S -0.778 -1.506 -2.385 -0.421 0.010 0.115
O -0.265 -2.849 -2.437 0.033 0.217 0.250
O -1.219 -0.902 -3.608 -0.127 0.233 0.066
N -2.105 -1.450 -1.337 0.506 0.135 -0.703
C -2.189 -2.532 -0.373 0.322 -0.568 0.426
C -1.129 -2.365 0.714 -0.346 0.191 0.059
C -1.249 -1.027 1.455 0.565 -0.372 -0.258
N -2.540 -0.864 2.063 -0.244 0.110 0.173
C -3.610 -0.207 1.526 -0.259 0.175 -0.098
C -4.636 -0.368 2.411 0.027 0.101 -0.237
N -4.221 -1.109 3.472 -0.197 -0.239 0.504
C -2.971 -1.392 3.233 0.087 -0.065 0.084
C -0.249 0.890 -1.402 0.215 0.444 0.086
C 0.414 1.917 -0.765 -0.001 -0.074 -0.045
C -0.203 3.264 -0.564 0.071 -0.024 0.014
H 4.459 3.738 -0.901 0.018 0.084 -0.048
H 4.505 1.990 -1.124 0.057 -0.056 -0.073
H 5.651 2.770 -0.024 0.125 -0.011 0.020
H 3.769 3.472 1.457 -0.002 -0.184 -0.037
H 3.838 1.705 1.311 -0.077 0.099 -0.004
H 3.290 0.216 -0.125 0.117 0.006 0.040
H 1.646 -2.670 -1.720 0.202 -0.067 0.070
H 2.701 -2.281 -0.345 0.042 -0.032 0.050
H 3.159 -1.799 -1.973 0.071 -0.018 -0.032
H -2.939 -1.363 -1.899 -0.070 0.068 -0.250
H -3.187 -2.516 0.071 0.054 0.053 -0.090
H -2.033 -3.501 -0.865 -0.149 0.083 0.146
H -1.237 -3.187 1.425 0.101 -0.029 -0.012
H -0.142 -2.427 0.259 0.119 -0.094 0.099
H -1.094 -0.207 0.750 0.013 -0.035 0.204
H -0.481 -0.974 2.233 -0.074 0.093 -0.112
H -3.542 0.303 0.587 0.051 0.121 -0.207
H -5.641 0.001 2.357 -0.180 0.125 -0.104
H -2.339 -1.965 3.882 0.247 -0.127 0.094
H -1.241 1.039 -1.796 -0.148 0.218 0.045
H 0.436 4.034 -0.992 -0.024 0.121 -0.008
H -0.298 3.477 0.500 -0.048 0.097 0.051
H -1.183 3.311 -1.029 -0.080 0.027 -0.021
```
Positions in Å, forces in eV/Å.



# 4
Computed, not measured: a molecular structure, C39H34BN14SbSe4Ti in a non-equilibrium geometry, with ωB97M-V/def2-TZVPD.

Values from the calculation:
total charge: 0
HOMO: -6.7458 eV

```
94
Properties=species:S:1:pos:R:3:forces:R:3
Ti 0.681 -0.095 0.296 1.985 -1.774 0.030
C -2.974 2.022 -0.785 0.016 -0.014 -0.042
C -1.591 1.882 -0.763 0.020 0.001 -0.013
N -1.219 1.010 0.173 -0.001 -0.072 -0.049
N -2.352 0.573 0.768 0.024 0.029 -0.019
C -3.415 1.167 0.200 0.026 -0.013 0.055
B -2.384 -0.176 2.127 0.051 0.012 -0.144
N -1.870 0.769 3.236 -0.195 0.119 -0.050
C -2.028 0.597 4.569 0.161 -0.093 0.007
C -1.504 1.696 5.205 0.003 -0.015 0.004
C -1.047 2.508 4.152 0.030 0.019 -0.010
N -1.269 1.951 2.973 -0.058 0.033 -0.013
N -1.513 -1.462 2.126 -0.067 -0.093 -0.038
C -1.718 -2.518 2.921 -0.014 -0.020 -0.012
C -0.569 -3.284 2.964 0.025 0.021 0.004
C 0.330 -2.611 2.155 0.061 -0.067 -0.043
N -0.234 -1.504 1.641 -0.317 0.533 0.120
N -3.835 -0.544 2.422 0.068 -0.070 0.258
C -4.769 0.266 2.979 0.022 -0.033 0.050
C -5.968 -0.399 2.961 -0.006 0.006 -0.027
C -5.663 -1.636 2.361 -0.024 0.001 -0.034
N -4.385 -1.718 2.034 -0.058 0.095 -0.180
H -3.572 2.638 -1.433 0.009 0.021 0.007
H -0.853 2.361 -1.384 -0.033 -0.001 -0.037
H -4.413 0.949 0.537 -0.005 0.007 0.000
H -2.491 -0.291 4.967 -0.030 0.009 -0.003
H -1.465 1.884 6.263 0.000 0.008 0.003
H -0.571 3.476 4.203 0.007 0.002 0.001
H -2.675 -2.667 3.390 0.015 0.009 0.007
H -0.406 -4.202 3.500 -0.003 -0.013 -0.017
H 1.337 -2.886 1.882 -0.012 -0.006 0.002
H -4.508 1.248 3.339 -0.003 -0.006 0.025
H -6.917 -0.050 3.328 -0.005 -0.006 0.006
H -6.318 -2.468 2.157 -0.007 -0.004 0.009
C 1.715 0.401 3.542 0.000 0.032 0.019
C 1.936 1.610 2.697 -0.217 0.074 0.069
C 2.524 2.744 3.253 -0.027 -0.056 0.046
C 2.725 3.870 2.488 -0.008 0.032 -0.020
C 2.375 3.835 1.148 -0.008 -0.012 0.069
C 1.828 2.674 0.638 0.073 0.133 -0.004
N 1.581 1.593 1.404 -0.255 0.239 -0.254
C 1.663 2.492 -0.822 -0.086 0.271 -0.040
C 1.838 3.498 -1.761 0.026 -0.132 -0.075
C 1.837 3.147 -3.103 -0.037 0.050 -0.026
C 1.703 1.821 -3.477 0.018 -0.070 -0.006
C 1.495 0.868 -2.487 -0.095 0.097 -0.035
N 1.414 1.238 -1.208 -0.249 0.079 0.296
C 1.400 -0.583 -2.716 0.059 -0.006 -0.062
C 2.088 -1.159 -3.761 -0.020 -0.051 -0.026
C 2.129 -2.546 -3.843 -0.016 0.020 0.018
C 1.415 -3.271 -2.922 -0.094 0.025 -0.034
C 0.704 -2.619 -1.909 -0.273 -0.126 0.050
C -0.144 -3.435 -0.989 -0.011 0.034 -0.011
N 0.748 -1.295 -1.771 0.104 0.592 0.038
H 1.835 0.655 4.593 -0.006 -0.005 0.007
H 0.716 -0.007 3.397 0.001 0.006 0.013
H 2.443 -0.370 3.276 -0.028 -0.002 0.001
H 2.815 2.714 4.293 -0.008 0.024 0.003
H 3.170 4.758 2.916 0.005 -0.003 0.001
H 2.564 4.686 0.513 0.015 -0.013 -0.020
H 1.972 4.527 -1.466 0.049 -0.007 0.020
H 1.959 3.912 -3.858 0.020 -0.007 -0.006
H 1.749 1.523 -4.514 -0.005 0.017 -0.003
H 2.665 -0.549 -4.441 -0.020 0.010 -0.002
H 2.730 -3.036 -4.595 -0.008 0.006 -0.003
H 1.407 -4.351 -2.940 0.027 0.007 0.013
H -0.952 -3.890 -1.567 0.027 -0.032 -0.025
H -0.595 -2.828 -0.212 -0.038 -0.022 -0.082
H 0.452 -4.231 -0.539 0.019 0.029 0.026
N -4.773 1.487 -10.192 -0.006 0.011 -0.018
C -4.523 1.107 -9.137 0.001 -0.014 0.016
C -4.208 0.634 -7.817 0.006 0.003 0.006
C -3.535 1.464 -6.923 0.006 -0.002 0.002
C -3.235 1.013 -5.652 -0.019 0.004 -0.005
C -3.591 -0.277 -5.272 0.022 -0.003 -0.004
C -4.261 -1.109 -6.162 0.015 -0.002 -0.003
C -4.574 -0.652 -7.429 -0.013 -0.001 -0.003
N -3.267 -0.742 -3.980 -0.007 0.018 0.022
C -3.975 -1.649 -3.215 -0.007 0.033 0.002
C -3.277 -1.778 -2.055 -0.050 0.028 0.035
N -2.151 -0.987 -2.083 -0.117 -0.114 0.051
C -2.177 -0.385 -3.236 0.009 -0.070 -0.048
H -3.263 2.466 -7.224 0.000 0.001 -0.003
H -2.746 1.670 -4.946 -0.005 -0.001 0.008
H -4.518 -2.118 -5.870 0.007 -0.004 -0.003
H -5.094 -1.295 -8.126 0.003 -0.002 -0.002
H -4.905 -2.073 -3.550 -0.008 -0.003 0.010
H -3.525 -2.375 -1.192 0.006 0.006 0.013
H -1.426 0.290 -3.617 0.008 0.009 0.008
Se 6.283 -2.030 1.698 0.116 -0.042 0.101
Sb 5.025 -2.788 -0.146 0.143 -0.213 -0.082
Se 2.701 -1.031 0.490 -0.760 0.590 0.241
Se 3.402 -4.531 0.126 0.011 -0.104 -0.018
Se 5.412 -1.899 -2.313 0.021 0.012 -0.136
```
Positions in Å, forces in eV/Å.



We obtain ΔE to the lowest compared entry with this formula, charge and spin values of 2.094, 0.177, 2.756, 1.112 eV for the records listed above, in that order.